[1]
A structure of composition C46H55ClF4KN7O2S. Source: OMol25; level of theory: the ωB97M-V functional and the def2-TZVPD basis.

XYZ file:
```
117
Properties=species:S:1:pos:R:3:lowdin_spin:R:1
K 0.148 0.745 1.327 0.007
C -3.597 -1.026 2.925 0.000
C -2.894 0.078 3.708 0.000
N -1.615 -0.333 4.257 0.000
C -1.724 -1.356 5.291 0.000
C -1.357 -2.748 4.775 0.000
C -0.785 0.798 4.643 0.000
C 0.688 0.419 4.817 0.000
N 1.207 -0.101 3.581 0.000
C 2.046 -1.100 3.509 0.000
C 2.477 -1.500 2.198 0.000
F 1.991 -0.782 1.137 0.000
C 3.317 -2.543 1.935 0.000
F 3.627 -2.819 0.647 0.000
C 3.853 -3.334 2.941 0.000
C 3.483 -2.978 4.229 0.000
F 3.968 -3.716 5.252 0.000
C 2.652 -1.924 4.520 0.000
F 2.407 -1.689 5.842 0.000
H -4.440 -0.606 2.372 0.000
H -3.982 -1.806 3.584 0.000
H -2.898 -1.466 2.214 0.000
H -3.573 0.442 4.505 0.000
H -2.714 0.915 3.032 0.000
H -2.740 -1.364 5.716 0.000
H -1.043 -1.115 6.109 0.000
H -2.098 -3.120 4.068 0.000
H -1.279 -3.457 5.604 0.000
H -0.393 -2.695 4.267 0.000
H -1.141 1.268 5.581 0.000
H -0.849 1.546 3.848 0.000
H 0.789 -0.249 5.675 0.000
H 1.220 1.349 5.075 0.000
H 4.507 -4.167 2.738 0.000
C -4.605 2.708 1.987 0.001
C -4.450 2.379 0.647 0.002
C -3.345 2.837 -0.059 0.007
C -2.397 3.628 0.573 0.006
C -2.555 3.959 1.913 0.001
C -3.657 3.498 2.621 0.001
H -5.461 2.341 2.541 0.000
H -5.188 1.754 0.157 0.000
H -3.211 2.574 -1.102 0.004
H -1.530 3.975 0.027 0.002
H -1.807 4.565 2.406 0.000
H -3.770 3.742 3.670 0.000
C -2.966 -2.663 -4.576 0.000
C -2.281 -4.033 -4.571 0.000
C -1.476 -4.192 -5.871 0.000
C -3.404 -5.086 -4.586 0.000
C -1.333 -4.277 -3.342 0.000
O -0.999 -5.678 -3.296 0.000
C 0.013 -3.524 -3.373 0.001
C 0.063 -2.000 -3.589 0.006
C 1.500 -1.545 -3.556 0.005
C 2.040 -0.954 -2.422 0.020
C 3.382 -0.599 -2.374 0.001
C 4.183 -0.838 -3.477 0.001
Cl 5.870 -0.411 -3.420 0.000
C 3.665 -1.408 -4.627 0.001
C 2.324 -1.757 -4.660 0.002
C -1.979 -4.116 -1.946 0.000
N -1.969 -2.800 -1.361 0.000
C -1.103 -2.324 -0.444 0.001
N -1.484 -1.143 -0.032 0.003
C -2.650 -0.944 -0.691 0.003
N -2.996 -1.930 -1.487 0.001
H -3.628 -2.608 -5.444 0.000
H -2.266 -1.833 -4.641 0.000
H -3.564 -2.517 -3.681 0.000
H -2.148 -4.105 -6.726 0.000
H -0.996 -5.173 -5.938 0.000
H -0.709 -3.424 -5.969 0.000
H -3.951 -5.013 -5.528 0.000
H -4.118 -4.915 -3.780 0.000
H -3.011 -6.097 -4.491 0.000
H -0.521 -5.899 -4.101 0.000
H 0.633 -3.992 -4.145 0.000
H 0.503 -3.745 -2.419 0.000
H -0.504 -1.473 -2.821 0.001
H -0.357 -1.735 -4.558 0.003
H 1.401 -0.754 -1.567 0.013
H 3.812 -0.149 -1.490 0.000
H 4.301 -1.576 -5.486 0.000
H 1.920 -2.196 -5.566 0.000
H -1.391 -4.759 -1.293 0.000
H -2.998 -4.497 -1.953 0.000
H -0.194 -2.829 -0.156 0.000
H -3.240 -0.049 -0.584 0.001
S -0.765 1.304 -2.956 0.318
C -0.351 1.158 -1.436 0.568
C 3.917 6.083 0.588 0.000
N 2.496 5.777 0.674 0.000
N 2.176 4.417 0.646 0.000
C 1.182 4.139 1.583 0.001
O 0.646 3.048 1.713 0.001
C 0.957 5.392 2.257 0.000
C 1.770 6.325 1.716 0.000
C 1.925 7.764 2.062 0.000
C 2.531 3.637 -0.475 0.001
C 2.685 4.231 -1.728 0.003
C 3.063 3.463 -2.817 0.001
C 3.262 2.098 -2.675 0.004
C 3.085 1.510 -1.432 0.003
C 2.737 2.270 -0.331 0.002
H 4.339 5.614 -0.297 0.000
H 4.463 5.730 1.469 0.000
H 4.030 7.161 0.500 0.000
H 0.245 5.550 3.049 0.000
H 1.134 8.054 2.750 0.000
H 1.859 8.382 1.167 0.000
H 2.888 7.960 2.539 0.000
H 2.485 5.289 -1.844 0.000
H 3.191 3.935 -3.783 0.000
H 3.533 1.487 -3.527 0.001
H 3.230 0.445 -1.316 0.000
H 2.631 1.814 0.642 0.000
```

Calculated values
Kohn-Sham gap (alpha / beta) in eV: 3.7 / 5.7
Energy relative to the best compared isomer or geometry (same formula, charge and spin) in kcal/mol: 86.3
2S+1: 2
E_HOMO (alpha / beta) in eV: -1.752 / -3.785
Total charge: -1
<S²>: 0.755

***

[2]
A structure of composition C46H55N4NiO3PS2Si2. Source: OMol25; level of theory: the ωB97M-V functional and the def2-TZVPD basis.

XYZ file:
```
114
Properties=species:S:1:pos:R:3:lowdin_charge:R:1
Ni -0.395 0.667 -0.302 0.392
C 2.156 2.763 -0.403 -0.062
C 1.751 3.226 0.989 -0.353
C 2.243 4.666 1.173 -0.056
C 0.234 3.184 1.222 -0.231
C -0.144 3.788 2.580 -0.070
O -0.935 2.781 3.221 -0.010
C -0.955 1.696 2.428 -0.290
N -0.377 1.830 1.293 0.107
C -1.644 0.550 3.097 -0.110
C -2.368 0.904 4.243 -0.007
C -2.963 -0.046 5.050 -0.056
C -2.823 -1.389 4.743 -0.053
C -2.128 -1.749 3.604 -0.078
C -1.549 -0.807 2.754 -0.269
P -0.812 -1.436 1.187 1.164
C 0.560 -2.482 1.777 -0.358
C 1.199 -3.302 0.848 -0.101
C 2.312 -4.043 1.207 -0.068
C 2.805 -3.974 2.504 -0.078
C 2.177 -3.161 3.433 -0.070
C 1.063 -2.415 3.073 -0.082
C -2.054 -2.697 0.700 -0.339
C -3.077 -2.279 -0.146 -0.107
C -4.070 -3.157 -0.554 -0.073
C -4.037 -4.479 -0.137 -0.083
C -3.007 -4.915 0.686 -0.076
C -2.022 -4.032 1.102 -0.093
H 3.229 2.563 -0.438 0.102
H 1.933 3.539 -1.139 0.072
H 1.657 1.844 -0.701 0.026
H 2.221 2.588 1.742 0.131
H 1.684 5.347 0.524 0.085
H 3.292 4.731 0.883 0.087
H 2.168 5.031 2.197 0.071
H -0.254 3.704 0.395 0.107
H -0.738 4.698 2.512 0.133
H 0.724 3.958 3.214 0.126
H -2.459 1.945 4.509 0.119
H -3.520 0.267 5.923 0.109
H -3.259 -2.151 5.375 0.110
H -2.039 -2.797 3.355 0.101
H 0.827 -3.364 -0.169 0.097
H 2.806 -4.661 0.469 0.106
H 3.686 -4.536 2.781 0.105
H 2.570 -3.081 4.439 0.109
H 0.608 -1.759 3.803 0.106
H -3.090 -1.256 -0.498 0.064
H -4.859 -2.810 -1.210 0.106
H -4.804 -5.171 -0.459 0.102
H -2.969 -5.949 1.006 0.104
H -1.217 -4.388 1.734 0.106
C -4.147 1.073 0.273 -0.157
Si -3.227 2.397 -0.690 0.472
C -4.488 3.071 -1.922 -0.177
C -2.957 3.825 0.511 -0.153
C -1.666 1.734 -1.503 -0.339
C -1.862 0.434 -2.218 -0.377
C -2.782 -0.005 -3.165 -0.026
C -2.651 -1.288 -3.675 -0.045
C -1.618 -2.111 -3.248 -0.056
C -0.748 -1.625 -2.290 -0.154
N -0.891 -0.403 -1.800 0.016
Si -0.904 2.893 -2.780 0.477
C 0.789 2.316 -3.358 -0.180
C -1.928 2.953 -4.366 -0.169
C -0.815 4.687 -2.218 -0.171
H -4.968 1.544 0.821 0.042
H -3.523 0.555 1.003 0.013
H -4.590 0.327 -0.390 0.028
H -5.396 3.337 -1.375 0.034
H -4.772 2.353 -2.693 0.021
H -4.133 3.976 -2.419 0.022
H -3.921 4.330 0.618 0.043
H -2.239 4.571 0.169 0.018
H -2.668 3.491 1.508 0.022
H -3.570 0.652 -3.505 0.103
H -3.354 -1.645 -4.417 0.112
H -1.491 -3.108 -3.641 0.111
H 0.084 -2.199 -1.903 0.097
H 0.706 1.887 -4.360 0.018
H 1.238 1.563 -2.711 -0.017
H 1.485 3.154 -3.424 0.038
H -1.984 1.973 -4.843 0.025
H -1.400 3.613 -5.060 0.038
H -2.940 3.338 -4.247 0.017
H -0.173 4.856 -1.352 0.008
H -1.801 5.104 -2.005 0.024
H -0.389 5.260 -3.045 0.039
O 2.023 0.627 3.307 0.020
C 3.222 0.037 3.094 -0.282
C 4.086 -0.099 4.179 -0.025
C 5.310 -0.720 4.019 -0.093
C 5.694 -1.211 2.775 -0.097
C 4.841 -1.066 1.696 -0.031
C 3.600 -0.444 1.829 -0.076
C 2.677 -0.322 0.660 -0.434
O 1.490 0.111 0.907 -0.177
N 3.164 -0.672 -0.501 0.009
N 2.257 -0.552 -1.550 -0.058
C 2.766 -0.992 -2.627 -0.913
S 1.934 -0.926 -4.176 0.907
C 2.958 -2.216 -4.926 -0.535
C 4.384 -1.977 -4.469 -0.549
S 4.381 -1.734 -2.671 0.903
H 1.559 0.531 2.423 0.041
H 3.768 0.284 5.140 0.113
H 5.971 -0.824 4.871 0.099
H 6.652 -1.698 2.650 0.095
H 5.113 -1.437 0.717 0.104
H 2.857 -2.124 -6.008 0.074
H 2.605 -3.199 -4.615 0.074
H 4.800 -1.096 -4.958 0.071
H 5.020 -2.836 -4.688 0.072
```

Calculated values
Kohn-Sham gap in eV: 7.0
E_HOMO in eV: -7.001

***

The records above yield energy values of -4177.2399, -5455.7453 Ha, respectively.